106
Properties=species:S:1:pos:R:3:forces:R:3:mulliken_charge:R:1 method="wB97M-V/def2-TZVPD" total_charge=-2 homo_energy_ha=-0.082 de_lowest_kj_mol=549.2
Ba -0.171 0.193 -0.795 2.100 -1.470 3.885 2.21
C 0.588 2.551 3.738 0.178 0.094 -0.249 -0.91
N -0.351 1.476 3.551 -0.087 -0.489 0.016 1.14
C -0.465 0.602 4.716 0.131 0.191 0.000 -0.52
C 0.717 -0.297 5.028 -0.080 -0.126 -0.638 0.02
C 1.471 -0.144 6.182 0.120 -0.022 0.169 -0.69
C 2.522 -1.018 6.425 -0.042 0.048 0.043 -0.46
C 2.777 -2.028 5.512 0.057 -0.030 0.052 -0.69
C 1.956 -2.126 4.398 -0.405 0.287 -0.228 -0.12
N 0.944 -1.287 4.153 0.324 -0.083 0.337 -0.02
C -1.644 2.047 3.187 0.096 -0.226 -0.272 -1.34
C -2.747 1.081 2.786 0.289 -0.060 0.142 1.05
C -4.018 1.603 2.584 -0.199 0.230 0.139 -0.84
C -5.029 0.770 2.163 -0.071 -0.087 -0.140 -0.40
C -4.735 -0.567 1.925 -0.071 0.067 0.040 -0.56
C -3.442 -0.997 2.138 0.398 0.119 0.167 -0.65
N -2.461 -0.194 2.577 -0.214 -0.250 -0.063 0.21
C 2.047 2.155 3.830 -0.126 -0.178 -0.370 0.37
C 2.840 2.600 4.880 0.140 0.039 0.064 -0.89
C 4.186 2.272 4.892 0.001 0.008 -0.020 -0.46
C 4.698 1.507 3.855 0.011 0.066 0.161 -0.78
C 3.832 1.107 2.849 -0.462 -0.040 -0.166 -0.14
N 2.532 1.424 2.822 0.417 0.036 0.277 0.40
H 0.337 3.156 4.629 -0.052 0.105 0.103 0.20
H 0.495 3.198 2.859 0.031 0.050 0.074 0.33
H -1.286 -0.075 4.516 -0.246 -0.027 0.016 0.49
H -0.691 1.212 5.610 -0.067 -0.019 0.151 0.15
H 1.240 0.660 6.872 0.046 -0.024 -0.045 0.35
H 3.134 -0.909 7.314 -0.015 0.013 -0.022 0.38
H 3.591 -2.732 5.653 -0.059 0.064 0.001 0.39
H 2.106 -2.911 3.662 -0.019 0.063 -0.020 0.39
H -1.513 2.666 2.292 0.184 0.009 0.070 0.17
H -2.005 2.705 3.998 -0.173 0.023 0.068 0.44
H -4.192 2.664 2.729 -0.001 -0.055 -0.048 0.36
H -6.020 1.167 1.973 0.053 -0.032 0.002 0.34
H -5.484 -1.258 1.559 -0.011 0.019 -0.013 0.39
H -3.153 -2.029 1.953 0.036 0.090 -0.015 0.42
H 2.397 3.185 5.680 0.025 -0.024 -0.032 0.42
H 4.826 2.602 5.703 -0.004 0.005 0.004 0.37
H 5.743 1.220 3.823 -0.068 0.018 0.003 0.43
H 4.178 0.498 2.019 -0.038 0.069 0.020 0.20
O -3.692 2.478 -0.301 -0.186 0.033 0.271 -0.68
S -2.557 1.765 -0.857 -0.760 0.656 0.602 0.69
O -2.306 2.162 -2.249 0.078 0.180 -0.432 -0.36
O -2.718 0.280 -0.806 -0.639 0.467 0.246 -0.67
O -1.279 2.067 -0.064 -2.158 1.445 0.462 -0.63
N -3.943 3.595 -7.519 0.058 -0.045 0.067 -0.66
C -3.082 2.996 -6.563 -0.060 -0.052 -0.046 1.12
C -3.387 1.748 -6.025 0.016 -0.119 0.028 -0.75
C -2.547 1.150 -5.098 -0.140 0.190 0.071 -0.26
C -1.384 1.802 -4.723 -0.629 0.230 0.835 -0.17
C -1.051 3.029 -5.256 -0.141 0.191 -0.135 -0.83
C -1.906 3.626 -6.177 0.215 0.023 0.060 -0.92
S -0.275 1.030 -3.575 1.808 -1.264 -0.502 1.77
O 0.728 0.637 -4.559 0.292 -0.420 -0.325 -0.82
O -0.877 -0.216 -2.956 -0.140 1.543 -3.236 -0.46
N 0.569 1.786 -2.466 -0.318 3.507 -0.800 -0.85
C 0.555 2.984 -1.653 0.656 -1.747 -2.002 0.54
S -0.268 4.471 -2.036 -0.440 -0.357 -0.312 -0.11
C 0.533 5.240 -0.734 -0.038 0.146 0.085 -0.47
C 1.346 4.359 -0.123 0.410 -1.002 -0.016 -0.72
N 1.406 3.072 -0.662 -0.514 0.792 -0.044 -0.11
H -4.912 3.370 -7.350 -0.012 -0.042 0.009 0.24
H -3.839 4.599 -7.545 0.024 0.026 0.019 0.23
H -4.312 1.254 -6.308 0.047 0.019 -0.012 0.28
H -2.811 0.212 -4.623 0.044 0.088 -0.007 0.35
H -0.149 3.537 -4.938 -0.019 -0.046 -0.009 0.55
H -1.659 4.602 -6.585 -0.013 -0.048 0.019 0.25
H 0.316 6.257 -0.447 0.036 -0.027 -0.035 0.40
H 1.968 4.586 0.735 -0.046 -0.072 0.010 0.44
C 2.107 -2.774 -4.450 0.027 0.175 0.022 -1.32
C 3.168 -2.160 -3.591 -0.226 -0.227 -0.300 1.37
C 4.509 -2.204 -3.799 0.285 0.031 -0.008 -1.09
C 5.331 -1.597 -2.811 0.188 -0.138 -0.240 1.08
N 4.906 -1.077 -1.694 -1.313 0.012 0.480 -0.61
C 3.522 -1.098 -1.434 1.337 -0.371 -1.446 -0.21
S 2.765 -0.668 -0.074 0.583 0.371 1.212 0.03
N 2.739 -1.565 -2.479 -0.353 0.149 0.343 0.77
C 6.819 -1.523 -3.038 0.046 0.002 0.012 -1.30
H 2.520 -3.094 -5.404 -0.006 -0.022 -0.003 0.39
H 1.294 -2.061 -4.621 0.118 0.044 0.001 0.25
H 1.690 -3.633 -3.918 0.020 -0.028 -0.010 0.27
H 4.919 -2.680 -4.678 0.042 0.049 0.044 0.31
H 1.742 -1.527 -2.320 -0.019 -0.112 0.004 -0.49
H 7.137 -2.153 -3.871 -0.029 0.021 0.038 0.32
H 7.341 -1.822 -2.129 -0.026 0.027 -0.058 0.34
H 7.097 -0.489 -3.255 -0.015 -0.054 0.008 0.26
C -2.830 -5.290 2.387 -0.203 -0.104 0.200 -1.23
C -1.689 -5.167 1.410 -0.011 0.395 -0.203 -0.39
O -1.472 -3.770 1.205 -0.202 -0.453 0.406 0.40
P -0.394 -3.166 0.170 0.730 0.410 1.018 -1.34
O -0.345 -1.699 0.524 0.054 -3.330 0.897 -0.48
Te 1.577 -4.580 0.093 -0.455 0.483 -0.029 -0.64
O -1.099 -3.381 -1.236 -0.877 0.121 -0.839 0.00
C -2.475 -2.880 -1.413 0.578 -0.125 0.094 0.72
C -2.768 -2.874 -2.886 -0.130 -0.037 -0.233 -1.29
H -3.032 -6.345 2.601 -0.001 0.079 -0.005 0.39
H -3.742 -4.835 1.990 0.075 -0.037 -0.004 0.26
H -2.585 -4.783 3.324 0.007 -0.043 -0.083 0.27
H -1.921 -5.656 0.461 -0.042 0.008 -0.094 0.30
H -0.779 -5.626 1.790 0.153 -0.013 0.068 0.28
H -2.580 -1.884 -0.985 0.085 0.049 0.012 -0.17
H -3.138 -3.562 -0.882 -0.059 -0.091 0.092 0.31
H -2.099 -2.196 -3.414 0.021 0.019 0.068 -0.04
H -3.795 -2.529 -3.049 0.097 -0.051 0.023 0.34
H -2.659 -3.880 -3.300 -0.035 0.022 -0.018 0.41

---

126
Properties=species:S:1:pos:R:3:forces:R:3:mulliken_charge:R:1 method="wB97M-V/def2-TZVPD" total_charge=0 homo_energy_ha=-0.342 smiles="CCOCc1ccc2c(c1CP(=O)(O)O)C(=O)c1cc(-c3cccnc3)cc(C(F)(F)F)c1C2=O.O=C1c2ccccc2C(=O)c2ccccc21.O=C1c2ccccc2C(=O)c2ccccc21.O=C1c2ccccc2C(=O)c2ccccc21"
C -9.642 4.547 1.082 -0.006 0.042 0.270 -1.47
C -8.357 3.815 0.775 -0.059 -0.053 0.121 0.03
O -8.345 3.408 -0.584 -0.190 0.074 -0.074 -0.37
C -7.144 3.557 -1.303 0.113 0.044 -0.035 -1.08
C -6.360 2.266 -1.398 -0.116 -0.003 -0.014 1.07
C -6.640 1.457 -2.492 -0.098 -0.044 -0.089 -1.02
C -6.031 0.234 -2.669 0.087 -0.112 0.088 -1.33
C -5.107 -0.192 -1.730 -0.057 0.045 -0.009 0.61
C -4.828 0.594 -0.608 0.103 0.042 -0.118 0.37
C -5.440 1.844 -0.437 0.104 -0.166 0.089 0.42
C -5.060 2.724 0.724 -0.194 0.221 0.079 -0.66
P -3.938 4.098 0.363 0.401 -0.148 0.372 0.93
O -2.808 4.117 1.293 -0.082 -0.010 -0.183 -0.73
O -4.800 5.457 0.376 -0.137 -0.236 -0.283 -0.60
O -3.493 3.877 -1.165 -0.050 0.239 -0.039 -0.52
C -3.839 0.018 0.351 -0.077 0.058 0.081 -0.06
O -3.866 0.202 1.549 0.087 0.013 -0.064 -0.67
C -2.775 -0.838 -0.254 -0.111 -0.062 -0.073 0.13
C -1.543 -0.869 0.370 -0.016 0.050 0.177 -1.04
C -0.510 -1.647 -0.128 0.024 -0.036 0.017 1.77
C 0.823 -1.667 0.531 0.169 0.017 0.172 0.63
C 1.083 -0.917 1.683 0.166 -0.202 -0.160 -0.68
C 2.339 -0.971 2.261 -0.013 -0.042 -0.103 -0.50
C 3.318 -1.765 1.673 -0.330 0.069 -0.033 -0.53
N 3.098 -2.498 0.584 -0.439 0.118 -0.111 -0.42
C 1.874 -2.443 0.041 0.341 0.062 0.266 -0.15
C -0.782 -2.408 -1.268 0.284 -0.034 0.066 -1.28
C -2.009 -2.393 -1.893 -0.121 -0.140 -0.058 -0.27
C -2.178 -3.252 -3.128 -0.063 -0.308 -0.254 0.97
F -2.944 -4.333 -2.897 0.238 0.352 -0.116 -0.26
F -2.713 -2.551 -4.146 0.154 -0.224 0.156 -0.27
F -0.983 -3.722 -3.569 -0.375 0.193 0.122 -0.29
C -3.038 -1.597 -1.389 -0.017 0.102 0.007 -0.33
C -4.410 -1.495 -1.964 -0.218 -0.233 -0.204 0.16
O -4.935 -2.383 -2.596 0.143 0.274 0.150 -0.58
H -9.579 4.953 2.093 -0.048 0.001 0.030 0.40
H -9.806 5.377 0.398 0.024 -0.004 -0.100 0.34
H -10.499 3.878 1.051 -0.045 -0.025 -0.131 0.33
H -7.501 4.459 0.999 0.021 0.095 -0.144 0.26
H -8.283 2.933 1.419 0.089 -0.050 0.017 0.28
H -7.428 3.841 -2.317 -0.027 0.047 -0.033 0.53
H -6.554 4.379 -0.890 0.020 -0.046 0.098 0.45
H -7.359 1.799 -3.226 -0.038 0.049 -0.005 0.49
H -6.246 -0.389 -3.524 -0.013 -0.053 -0.033 0.52
H -4.493 2.175 1.465 -0.101 -0.170 0.094 0.48
H -5.950 3.101 1.227 0.093 0.091 0.005 0.27
H -4.759 5.969 -0.437 0.050 0.263 0.123 0.36
H -3.848 4.486 -1.820 0.027 -0.105 -0.136 0.34
H -1.438 -0.260 1.254 0.059 -0.006 0.036 0.53
H 0.313 -0.303 2.126 0.056 0.024 0.073 0.30
H 2.564 -0.411 3.158 -0.029 0.011 -0.008 0.48
H 4.312 -1.806 2.101 0.063 -0.072 -0.021 0.41
H 1.736 -3.061 -0.836 0.070 -0.030 -0.031 0.42
H -0.018 -3.034 -1.696 0.054 -0.007 -0.015 0.88
O 5.007 -6.589 -2.325 0.006 0.002 0.004 -0.66
C 6.057 -6.112 -2.697 -0.041 -0.014 0.003 0.56
C 6.397 -4.685 -2.431 0.048 -0.022 -0.021 0.07
C 5.498 -3.901 -1.720 -0.049 0.038 0.042 -0.56
C 5.801 -2.579 -1.444 0.110 0.048 -0.033 -0.15
C 7.007 -2.036 -1.874 -0.020 -0.028 -0.018 -0.72
C 7.905 -2.810 -2.590 -0.032 0.076 0.033 -0.52
C 7.603 -4.136 -2.874 -0.023 -0.048 -0.009 0.08
C 8.578 -4.946 -3.658 0.029 0.016 -0.020 0.65
O 9.605 -4.459 -4.082 0.002 -0.002 0.012 -0.66
C 8.249 -6.380 -3.903 -0.035 0.022 0.038 0.17
C 9.154 -7.168 -4.603 0.025 -0.083 -0.035 -0.59
C 8.878 -8.505 -4.827 -0.015 0.006 0.008 -0.46
C 7.695 -9.063 -4.353 0.010 0.016 -0.001 -0.49
C 6.786 -8.281 -3.661 0.020 -0.081 -0.040 -0.54
C 7.057 -6.937 -3.435 0.021 0.053 0.004 0.16
H 4.568 -4.332 -1.377 0.009 -0.039 0.011 0.61
H 5.095 -1.982 -0.885 -0.025 -0.002 0.030 0.38
H 7.247 -1.005 -1.649 -0.003 0.010 -0.006 0.41
H 8.844 -2.399 -2.935 0.020 -0.041 -0.029 0.48
H 10.070 -6.721 -4.964 -0.002 0.051 0.021 0.47
H 9.584 -9.118 -5.371 0.004 -0.008 -0.001 0.40
H 7.483 -10.110 -4.525 0.000 -0.007 -0.007 0.39
H 5.861 -8.699 -3.290 -0.027 0.046 0.020 0.47
O -1.330 7.692 -1.761 -0.028 -0.003 -0.019 -0.67
C -0.298 7.448 -2.352 -0.048 0.002 -0.029 0.51
C 0.521 8.536 -2.958 0.037 -0.044 0.024 0.14
C 0.115 9.855 -2.794 0.021 0.086 -0.005 -0.52
C 0.872 10.882 -3.330 0.009 -0.010 -0.008 -0.49
C 2.037 10.597 -4.034 -0.015 -0.008 0.010 -0.47
C 2.441 9.284 -4.209 0.009 0.085 -0.023 -0.56
C 1.684 8.249 -3.674 -0.046 -0.037 0.018 0.17
C 2.130 6.842 -3.894 0.030 -0.016 -0.022 0.60
O 3.111 6.593 -4.560 0.003 0.002 0.011 -0.66
C 1.326 5.756 -3.264 -0.017 0.049 0.000 0.25
C 1.729 4.436 -3.424 -0.022 -0.081 0.013 -0.61
C 1.004 3.415 -2.831 -0.012 0.023 0.008 -0.68
C -0.123 3.708 -2.070 0.048 -0.019 -0.009 -0.51
C -0.528 5.022 -1.910 -0.014 -0.094 0.054 -0.73
C 0.186 6.048 -2.512 0.030 0.041 -0.014 0.25
H -0.791 10.062 -2.241 -0.012 -0.048 0.020 0.47
H 0.557 11.909 -3.199 0.003 0.009 0.002 0.40
H 2.630 11.402 -4.447 -0.001 0.009 -0.007 0.40
H 3.340 9.048 -4.759 -0.002 -0.055 -0.003 0.47
H 2.610 4.223 -4.013 0.020 0.049 -0.010 0.49
H 1.320 2.388 -2.957 0.002 -0.010 -0.001 0.43
H -0.685 2.914 -1.594 -0.012 0.000 0.007 0.65
H -1.391 5.257 -1.306 0.022 0.048 0.014 0.66
O -0.752 -3.920 9.578 0.009 0.007 0.002 -0.67
C -0.444 -3.674 8.432 -0.022 -0.014 0.025 0.53
C -1.203 -2.672 7.628 0.054 -0.007 -0.018 0.46
C -2.265 -1.999 8.217 -0.068 0.059 -0.004 -0.69
C -2.971 -1.053 7.493 0.014 -0.011 -0.012 -0.52
C -2.619 -0.773 6.177 -0.003 -0.001 0.016 -0.58
C -1.566 -1.447 5.583 -0.069 0.050 -0.008 -0.65
C -0.855 -2.398 6.304 0.008 -0.048 0.032 0.19
C 0.265 -3.121 5.637 -0.021 0.024 -0.034 0.42
O 0.541 -2.907 4.475 0.044 0.022 -0.057 -0.63
C 1.035 -4.108 6.444 -0.031 0.031 0.034 0.13
C 2.102 -4.774 5.853 0.065 -0.057 0.006 -0.53
C 2.842 -5.681 6.591 -0.010 0.002 0.013 -0.54
C 2.521 -5.926 7.922 -0.005 0.010 -0.016 -0.48
C 1.455 -5.270 8.514 0.062 -0.064 0.006 -0.59
C 0.707 -4.360 7.777 -0.022 0.037 -0.042 0.28
H -2.528 -2.225 9.241 0.040 -0.032 0.016 0.48
H -3.798 -0.530 7.954 -0.004 0.009 0.002 0.39
H -3.170 -0.032 5.613 -0.008 0.000 -0.010 0.48
H -1.288 -1.247 4.558 0.031 -0.037 -0.011 0.70
H 2.340 -4.574 4.818 -0.036 0.039 -0.013 0.57
H 3.672 -6.200 6.130 0.008 -0.005 0.000 0.41
H 3.105 -6.632 8.498 0.004 -0.009 0.000 0.39
H 1.192 -5.454 9.546 -0.047 0.029 0.006 0.48

---

19
Properties=species:S:1:pos:R:3:forces:R:3:mulliken_charge:R:1 method="wB97M-V/def2-TZVPD" total_charge=0 homo_energy_ha=-0.340 de_lowest_kj_mol=287.4 smiles="N=C=NCN.CCO"
N 0.468 1.927 -0.475 -0.579 0.049 -0.180 -0.53
C 0.595 0.954 0.242 2.074 -1.160 0.067 0.39
N 0.888 -0.149 0.715 -0.359 1.163 -0.365 -0.39
C 2.260 -0.602 0.947 0.465 0.100 0.229 -0.50
N 3.203 -0.258 -0.082 0.055 -0.040 0.010 -0.56
H 0.044 2.798 -0.205 0.122 0.117 0.292 0.28
H 2.216 -1.689 1.044 -0.003 0.183 -0.002 0.33
H 2.605 -0.188 1.901 -0.024 -0.114 -0.106 0.32
H 2.941 -0.668 -0.970 0.019 0.063 0.041 0.26
H 3.267 0.747 -0.200 0.044 -0.072 -0.044 0.26
C -2.007 -0.277 -1.261 -0.067 0.126 0.227 -1.09
C -2.023 0.076 0.220 1.885 -0.751 1.031 0.07
O -2.707 -0.886 1.004 -0.669 -0.786 0.070 -0.56
H -1.608 0.548 -1.847 0.245 -0.015 -0.048 0.33
H -1.410 -1.175 -1.428 0.072 0.008 -0.115 0.28
H -3.016 -0.460 -1.632 -0.089 -0.078 0.138 0.36
H -0.932 0.014 0.704 -3.355 0.799 -1.425 0.15
H -2.569 1.006 0.380 0.350 0.133 0.129 0.29
H -2.216 -1.718 0.942 -0.188 0.275 0.051 0.32

---

The calculation returns the following Kohn-Sham gap values, one per record and in order: 6.11; 8.03; 10.02 eV.